Entry 1:
Formula: C15H20Cl3MoNO3S3Se2
Source: the OMol25 dataset
Level of theory: wB97M-V/def2-TZVPD

The multiplicity is 3. The calculation puts the calculated total energy at -226134.3635 eV. The value obtained for the HOMO-LUMO gap (alpha / beta) is 6.51 / 6.85 eV. The LUMO energy (alpha / beta) comes out at -0.998 / -0.705 eV. The value obtained for the highest occupied orbital energy (alpha / beta) is -7.51 / -7.56 eV. As for the charge: 0. The value obtained for the strongest force on any atom is 0.0101 hartree/bohr.

```
48
C15H20Cl3MoNO3S3Se2 | the OMol25 dataset | wB97M-V/def2-TZVPD
Mo 0.4099 0.2878 0.3976
C -2.6845 -0.7957 -1.6991
Se -0.9410 -0.0363 -2.0489
C -0.3116 -1.2564 -3.4277
C -0.7058 -2.7174 -3.3212
Se -0.3656 -3.5972 -1.6276
C 1.5424 -3.2506 -1.5622
H -3.2117 -0.8944 -2.6460
H -3.2101 -0.0892 -1.0622
H -2.5929 -1.7587 -1.2022
H 0.7676 -1.1170 -3.4240
H -0.6921 -0.8414 -4.3625
H -0.1665 -3.2588 -4.1016
H -1.7687 -2.8689 -3.5130
H 2.0340 -3.6829 -2.4308
H 1.9146 -3.7293 -0.6594
H 1.7362 -2.1815 -1.4927
C 1.5848 3.6081 3.5816
C 1.1403 2.8663 2.3505
S 1.1450 1.1363 2.4385
C 0.7384 3.4923 1.2255
C 0.7115 4.9914 1.0989
S 0.2259 2.5846 -0.1562
H 2.0932 2.9445 4.2787
H 0.7366 4.0536 4.1066
H 2.2713 4.4162 3.3250
H 1.6691 5.4253 1.3915
H -0.0565 5.4282 1.7411
H 0.5068 5.2959 0.0749
O -1.5272 0.0519 0.9921
N -1.9046 -0.9819 1.7660
C -3.1840 -0.9256 2.2037
C -3.6919 -1.9236 2.9798
C -2.8571 -3.0008 3.3087
C -1.5660 -3.0250 2.8611
C -1.0473 -1.9854 2.0619
S 0.5517 -1.9602 1.4623
H -3.7172 -0.0431 1.8873
H -4.7137 -1.8621 3.3208
H -3.2309 -3.8114 3.9183
H -0.8981 -3.8378 3.1040
Cl 5.1001 0.6110 -1.9164
C 3.7192 1.6114 -1.3742
Cl 3.6169 3.0708 -2.3520
Cl 3.9333 2.0403 0.3195
C 2.4611 0.7248 -1.5997
O 1.9045 0.7437 -2.6652
O 2.1710 -0.0482 -0.5850
```

In elementary charge units, the natural (NBO) charges are: number 1, Mo, carries 0.732; number 2, C, carries -0.800; number 3, Se, carries 0.471; number 4, C, carries -0.575; number 5, C, carries -0.594; number 6, Se, carries 0.266; number 7, C, carries -0.794; number 8, H, carries 0.223; number 9, H, carries 0.240; number 10, H, carries 0.227; number 11, H, carries 0.262; number 12, H, carries 0.230; number 13, H, carries 0.230; number 14, H, carries 0.222; number 15, H, carries 0.218; number 16, H, carries 0.238; number 17, H, carries 0.229; number 18, C, carries -0.646; number 19, C, carries -0.200; number 20, S, carries 0.110; number 21, C, carries -0.177; number 22, C, carries -0.646; number 23, S, carries 0.025; number 24, H, carries 0.227; number 25, H, carries 0.219; number 26, H, carries 0.219; number 27, H, carries 0.220; number 28, H, carries 0.218; number 29, H, carries 0.230; number 30, O, carries -0.536; number 31, N, carries -0.010; number 32, C, carries 0.047; number 33, C, carries -0.266; number 34, C, carries -0.153; number 35, C, carries -0.223; number 36, C, carries 0.051; number 37, S, carries -0.046; number 38, H, carries 0.241; number 39, H, carries 0.237; number 40, H, carries 0.230; number 41, H, carries 0.242; number 42, Cl, carries 0.023; number 43, C, carries -0.206; number 44, Cl, carries 0.054; number 45, Cl, carries 0.053; number 46, C, carries 0.764; number 47, O, carries -0.600; number 48, O, carries -0.728

---

Entry 2:
Formula: C3H3Cl3
Source: the OMol25 dataset
Level of theory: wB97M-V/def2-TZVPD

The multiplicity is 1. The calculation puts the calculated total energy at -40724.6379 eV. The energy above the lowest of the compared OMol25 structures with the same formula, charge and spin comes out at 161.2 kJ/mol. As for the SMILES: C=CC(Cl)(Cl)Cl. The value obtained for the HOMO-LUMO gap is 10.65 eV. The LUMO energy comes out at 0.264 eV. The value obtained for the highest occupied orbital energy is -10.38 eV. As for the charge: 0. The value obtained for the strongest force on any atom is 0.1352 hartree/bohr.

```
9
C3H3Cl3 | the OMol25 dataset | wB97M-V/def2-TZVPD
C 0.4473 0.2741 1.4205
C 0.3899 0.1876 0.1132
C -0.5721 -0.2075 -1.0157
Cl -0.9238 1.2719 -1.7211
Cl -2.0199 -0.7543 0.0324
Cl 0.1953 -1.2974 -2.1865
H 1.3795 0.4803 1.9904
H -0.3494 -0.1470 1.9176
H 1.4531 0.1923 -0.5507
```

In elementary charge units, the natural (NBO) charges are: number 1, C, carries -0.384; number 2, C, carries -0.219; number 3, C, carries -0.148; number 4, Cl, carries 0.099; number 5, Cl, carries -0.043; number 6, Cl, carries 0.060; number 7, H, carries 0.228; number 8, H, carries 0.208; number 9, H, carries 0.200

---

Entry 3:
Formula: C3H4O3S
Source: the OMol25 dataset
Level of theory: wB97M-V/def2-TZVPD

The multiplicity is 3. The calculation puts the calculated total energy at -20146.0224 eV. The energy above the lowest of the compared OMol25 structures with the same formula, charge and spin comes out at 226.2 kJ/mol. The value obtained for the HOMO-LUMO gap (alpha / beta) is 8.18 / 6.80 eV. The LUMO energy (alpha / beta) comes out at 0.350 / -3.742 eV. The value obtained for the highest occupied orbital energy (alpha / beta) is -7.83 / -10.54 eV. As for the charge: 0. The value obtained for the strongest force on any atom is 0.0756 hartree/bohr.

```
11
C3H4O3S | the OMol25 dataset | wB97M-V/def2-TZVPD
C 1.2206 -2.4459 0.4571
C -1.8016 1.1684 -0.3631
C 1.1139 -1.8742 -0.6195
O 1.4349 0.6059 1.4051
O 3.0619 0.7873 -0.4130
O -0.7618 1.1095 -0.9315
S 1.7078 1.0427 0.0783
H -1.9867 1.7337 0.5795
H 0.7432 -2.7751 1.3853
H -2.6130 0.4568 -0.7561
H 1.5980 -1.4255 -1.4804
```

In elementary charge units, the natural (NBO) charges are: number 1, C, carries -0.222; number 2, C, carries 0.295; number 3, C, carries -0.269; number 4, O, carries -0.797; number 5, O, carries -0.715; number 6, O, carries -0.515; number 7, S, carries 1.493; number 8, H, carries 0.129; number 9, H, carries 0.240; number 10, H, carries 0.116; number 11, H, carries 0.243

---

Entry 4:
Formula: C2H8NOP
Source: the OMol25 dataset
Level of theory: wB97M-V/def2-TZVPD

The multiplicity is 1. The calculation puts the calculated total energy at -15028.9766 eV. The energy above the lowest of the compared OMol25 structures with the same formula, charge and spin comes out at 207.1 kJ/mol. As for the SMILES: CN[P@H](C)=O. The value obtained for the HOMO-LUMO gap is 10.90 eV. The LUMO energy comes out at 0.806 eV. The value obtained for the highest occupied orbital energy is -10.09 eV. As for the charge: 0. The value obtained for the strongest force on any atom is 0.0872 hartree/bohr.

```
13
C2H8NOP | the OMol25 dataset | wB97M-V/def2-TZVPD
C 1.3399 -0.9679 -0.1053
N -0.3401 -1.1652 0.5221
P -1.4596 -0.2178 -0.2518
C -1.0237 1.4764 0.3748
O -2.8248 -0.6121 -0.0154
H 1.4300 -1.6103 -0.9435
H 1.7569 0.0500 0.0348
H 1.8021 -1.5512 0.6262
H -0.7353 -2.1233 0.2230
H -1.1804 -0.2890 -1.7090
H -0.4288 2.0314 -0.2377
H -2.1512 1.7998 0.3350
H -0.6254 1.6304 1.4055
```

In elementary charge units, the natural (NBO) charges are: number 1, C, carries -0.407; number 2, N, carries -1.002; number 3, P, carries 1.897; number 4, C, carries -1.017; number 5, O, carries -1.096; number 6, H, carries 0.211; number 7, H, carries 0.227; number 8, H, carries 0.206; number 9, H, carries 0.383; number 10, H, carries -0.140; number 11, H, carries 0.227; number 12, H, carries 0.256; number 13, H, carries 0.255